1.
{"formula": "C38H86Br6N6O26P2", "method": "ωB97M-V/def2-TZVPD", "elements": ["C", "Br", "Br", "Br", "H", "C", "Br", "Br", "Br", "H", "O", "P", "N", "C", "C", "N", "C", "C", "N", "C", "C", "H", "H", "H", "H", "H", "H", "H", "H", "H", "H", "H", "H", "H", "H", "H", "H", "H", "H", "O", "P", "N", "C", "C", "N", "C", "C", "N", "C", "C", "H", "H", "H", "H", "H", "H", "H", "H", "H", "H", "H", "H", "H", "H", "H", "H", "H", "H", "C", "O", "C", "O", "O", "C", "H", "H", "H", "H", "H", "H", "C", "O", "C", "O", "O", "C", "H", "H", "H", "H", "H", "H", "C", "O", "C", "O", "O", "C", "H", "H", "H", "H", "H", "H", "C", "O", "C", "O", "O", "C", "H", "H", "H", "H", "H", "H", "C", "O", "C", "O", "O", "C", "H", "H", "H", "H", "H", "H", "C", "O", "C", "O", "O", "C", "H", "H", "H", "H", "H", "H", "C", "O", "C", "O", "O", "C", "H", "H", "H", "H", "H", "H", "C", "O", "C", "O", "O", "C", "H", "H", "H", "H", "H", "H"], "positions_angstrom": [[-1.27706, -4.52101, 0.72448], [-2.75184, -3.24248, 1.18801], [-1.99175, -6.43616, 0.58254], [0.47033, -4.28508, 1.67731], [-1.03583, -4.22923, -0.29436], [2.84396, 4.17657, -2.86281], [4.02678, 5.75107, -3.06620], [3.16554, 3.44183, -1.04599], [3.43335, 2.75588, -4.17801], [1.82154, 4.50329, -3.04015], [-0.43922, 5.65530, -2.14803], [-1.64765, 4.84085, -2.44726], [-1.27167, 3.23870, -2.72324], [-0.88831, 2.35295, -1.58752], [-0.66972, 2.91866, -4.03097], [-2.61691, 5.31912, -3.81896], [-2.44050, 6.63612, -4.46705], [-3.85680, 4.59810, -4.16662], [-2.74386, 4.78386, -1.10869], [-3.04726, 6.09381, -0.54997], [-3.85690, 3.81636, -1.11584], [-1.17240, 2.85863, -0.66555], [0.19794, 2.24520, -1.58121], [-1.37570, 1.38139, -1.66305], [-0.40204, 3.88322, -4.46483], [-1.42958, 2.41149, -4.62415], [0.27740, 2.39418, -3.90256], [-2.44863, 7.47286, -3.76845], [-1.45487, 6.65721, -4.93583], [-3.13410, 6.75177, -5.29842], [-3.84438, 3.50841, -4.16898], [-4.66231, 4.91183, -3.49866], [-4.30115, 4.88883, -5.11961], [-3.36575, 5.95875, 0.48344], [-2.20659, 6.78635, -0.48949], [-3.70769, 6.62201, -1.24265], [-3.68956, 2.95523, -1.76086], [-4.74289, 4.32023, -1.50819], [-4.08783, 3.52443, -0.09060], [6.65828, -1.23194, 3.93483], [5.38045, -1.03713, 3.22830], [4.48578, -2.44442, 2.95168], [3.46021, -2.95321, 3.85994], [5.05924, -3.40842, 2.05926], [5.43358, -0.26283, 1.72231], [4.60081, -0.69375, 0.51744], [6.42308, 0.79653, 1.49258], [4.26098, -0.07834, 4.08939], [4.36413, 0.08276, 5.54148], [3.08360, 0.52097, 3.49476], [2.69071, -2.21174, 4.06811], [3.89355, -3.44072, 4.73652], [2.99510, -3.83263, 3.40886], [4.32463, -4.04760, 1.56748], [5.72122, -4.04772, 2.65005], [5.69158, -2.91577, 1.32191], [4.94622, -1.57578, -0.02277], [3.56814, -0.93232, 0.77090], [4.51903, 0.13462, -0.18667], [6.64515, 1.20702, 2.47668], [7.30084, 0.42474, 0.96192], [5.97588, 1.52967, 0.82009], [5.24122, -0.42705, 5.93757], [4.48705, 1.13862, 5.79439], [3.47136, -0.19417, 6.10611], [2.23108, 0.44166, 4.16969], [2.82477, -0.00900, 2.57554], [3.20217, 1.53406, 3.10362], [2.54285, -3.35593, -0.97359], [3.29321, -4.56340, -1.00676], [4.60733, -4.58453, -1.17757], [5.41065, -3.67274, -1.29953], [5.01622, -5.83958, -0.95786], [6.42458, -6.14124, -1.16602], [2.85112, -2.66530, -1.75631], [2.52004, -2.88722, 0.00853], [1.54811, -3.67427, -1.28475], [6.43683, -7.22278, -1.28686], [7.02550, -5.84529, -0.30696], [6.78801, -5.61344, -2.04665], [4.68615, -6.24704, -4.87253], [4.01437, -5.19620, -4.14061], [3.72057, -4.09354, -4.81985], [4.01713, -3.85431, -5.99177], [3.07799, -3.30298, -3.94875], [2.66528, -2.03858, -4.33754], [5.11537, -5.96949, -5.83445], [4.02288, -7.09349, -5.04376], [5.55298, -6.52429, -4.27348], [3.40050, -1.53646, -4.96842], [2.42341, -1.42374, -3.47250], [1.81160, -2.10992, -5.01427], [-5.53707, 0.19534, 6.16318], [-5.31427, -0.14380, 4.82022], [-4.66402, 0.77071, 4.05673], [-4.24281, 1.81978, 4.47997], [-4.55081, 0.33887, 2.83432], [-3.65820, 0.92965, 1.89950], [-6.16729, 1.08591, 6.11814], [-4.62196, 0.57400, 6.62003], [-6.01361, -0.59687, 6.73533], [-3.71045, 2.01573, 1.80603], [-3.82703, 0.61312, 0.87153], [-2.63712, 0.73892, 2.22923], [0.29353, -5.72984, -3.36483], [-1.12008, -5.45711, -3.19277], [-1.52820, -4.16319, -3.40735], [-0.84267, -3.19540, -3.72234], [-2.87218, -4.06795, -3.25148], [-3.70584, -5.16770, -2.86929], [0.62569, -5.59420, -4.39429], [0.51649, -6.78458, -3.20676], [0.90057, -5.15561, -2.66689], [-4.68718, -4.77409, -2.61176], [-3.23940, -5.62935, -2.00039], [-3.80482, -5.89810, -3.67174], [0.61975, 1.99880, 1.34440], [-0.26158, 0.94315, 0.99635], [0.17663, -0.14258, 0.30789], [1.33676, -0.43173, 0.06422], [-0.82048, -0.68593, -0.22127], [-0.65080, -1.43466, -1.44019], [1.21894, 1.73757, 2.21821], [0.23734, 3.00383, 1.50828], [1.40245, 2.14252, 0.59934], [-1.35819, -2.26073, -1.42466], [0.35289, -1.83504, -1.57329], [-0.82163, -0.76896, -2.28549], [-2.03553, 3.91539, 3.54288], [-3.03884, 4.84464, 3.29438], [-2.74954, 6.21385, 3.43066], [-1.67261, 6.72379, 3.67756], [-3.90543, 6.86058, 3.15575], [-3.98038, 8.27028, 3.29644], [-1.82728, 3.80482, 4.60961], [-1.08692, 4.02216, 3.01902], [-2.33240, 2.87996, 3.38023], [-4.11820, 8.64859, 4.30923], [-4.86027, 8.60567, 2.74741], [-3.16241, 8.82076, 2.83117], [-6.00277, 1.31077, -3.17639], [-4.62095, 0.92393, -3.22397], [-4.17672, 0.46501, -4.41103], [-4.89053, 0.23908, -5.39690], [-2.83239, 0.16658, -4.23356], [-2.14542, -0.62914, -5.21430], [-6.42053, 1.75038, -4.08184], [-6.29758, 1.92787, -2.32939], [-6.58915, 0.39598, -3.07280], [-1.18340, -0.96216, -4.83528], [-2.14281, 0.01190, -6.09713], [-2.81734, -1.43561, -5.50967], [-1.67010, -3.50491, 7.07254], [-1.27399, -2.39733, 6.23688], [-1.14346, -1.23029, 6.87476], [-1.26048, -0.99503, 8.06648], [-0.75661, -0.14003, 6.05783], [-0.66957, -0.24374, 4.67832], [-1.03540, -4.34493, 6.78290], [-2.62144, -3.93641, 6.76208], [-1.52047, -3.37470, 8.14166], [-0.16387, -1.18698, 4.45859], [0.00631, 0.49895, 4.25481], [-1.61355, -0.22105, 4.13220]], "e_homo_ha": -0.305, "relative_energy_kcal_mol": 44.0, "gap_ev": 7.009, "total_energy_ev": -541807.2663, "largest_force_ev_per_a": 4.666, "lumo_ev": -1.2778, "spin_multiplicity": 1}

=====

2.
{"formula": "C5H12N2O", "method": "ωB97M-V/def2-TZVPD", "elements": ["C", "C", "C", "N", "C", "C", "N", "O", "H", "H", "H", "H", "H", "H", "H", "H", "H", "H", "H", "H"], "positions_angstrom": [[-0.13281, 2.46444, 0.01230], [-0.44661, 1.07748, -0.52504], [-0.34755, -0.17018, 0.23861], [0.77510, -0.98122, -0.31487], [0.57534, -1.33369, -1.78240], [-0.23249, -0.39539, 1.89004], [-0.32683, -1.72408, 2.04411], [-0.20082, 0.48612, 2.64768], [-1.11394, 2.86952, 0.46809], [0.52525, 2.43457, 0.92667], [0.21980, 3.15766, -0.68533], [-1.47801, 1.10588, -0.91123], [0.25977, 1.28160, -1.43568], [-1.34676, -0.90050, -0.06173], [1.64562, -0.44162, -0.21919], [1.18030, -0.65303, -2.34029], [-0.47432, -1.34288, -1.96516], [1.02703, -2.30325, -2.14645], [-0.30402, -2.46463, 1.36240], [0.19594, -2.16681, 2.79747]], "smiles": "CC[C@@H](NC)C(N)=O", "e_homo_ha": -0.321, "relative_energy_kcal_mol": 80.6, "gap_ev": 9.613, "total_energy_ev": -10404.9280, "largest_force_ev_per_a": 6.796, "lumo_ev": 0.8825, "spin_multiplicity": 1}

=====

3.
{"formula": "C28H42Cl16F13NO4S", "method": "ωB97M-V/def2-TZVPD", "elements": ["H", "N", "C", "C", "C", "C", "C", "C", "F", "F", "C", "F", "F", "C", "F", "F", "C", "F", "F", "C", "F", "F", "C", "F", "F", "F", "C", "O", "S", "O", "O", "O", "H", "H", "H", "H", "H", "H", "H", "H", "H", "Cl", "C", "C", "Cl", "H", "H", "H", "H", "Cl", "C", "C", "Cl", "H", "H", "H", "H", "Cl", "C", "C", "Cl", "H", "H", "H", "H", "Cl", "C", "C", "Cl", "H", "H", "H", "H", "Cl", "C", "C", "Cl", "H", "H", "H", "H", "Cl", "C", "C", "Cl", "H", "H", "H", "H", "Cl", "C", "C", "Cl", "H", "H", "H", "H", "Cl", "C", "C", "Cl", "H", "H", "H", "H"], "positions_angstrom": [[2.46943, -3.80109, 5.68609], [2.54394, -2.84714, 5.33349], [2.96112, -2.84247, 4.13787], [3.15476, -1.53041, 3.43726], [2.62694, -1.49852, 1.98749], [2.25523, -0.06179, 1.63217], [0.89221, 0.42735, 2.14582], [-0.20453, 0.30631, 1.10540], [-0.14147, 1.40483, 0.27991], [-0.06350, -0.76894, 0.30218], [-1.65072, 0.32375, 1.66339], [-2.52585, 0.27761, 0.64291], [-1.81576, 1.51487, 2.29025], [-1.98068, -0.81069, 2.69003], [-1.70791, -0.31829, 3.92018], [-1.18800, -1.87831, 2.50439], [-3.47373, -1.26737, 2.76730], [-3.57716, -2.00891, 3.87921], [-4.18139, -0.12374, 2.94704], [-4.19254, -2.07239, 1.61045], [-4.78632, -1.21634, 0.77080], [-5.15889, -2.79263, 2.21963], [-3.37409, -3.09961, 0.77961], [-2.85978, -4.02069, 1.58723], [-2.40237, -2.51623, 0.09574], [-4.19555, -3.69000, -0.07682], [3.65504, -2.11105, 1.02784], [2.87553, -2.80050, 0.03187], [1.62151, -3.46053, 0.71312], [1.95400, -4.72659, 1.25597], [0.50928, -3.35386, -0.14648], [1.53060, -2.44052, 1.92144], [3.18511, -3.76671, 3.59792], [4.22179, -1.28716, 3.40455], [2.64613, -0.77376, 4.03427], [2.31631, 0.14947, 0.56580], [3.02023, 0.54885, 2.11540], [0.96147, 1.49447, 2.35474], [0.63372, -0.06555, 3.08374], [4.27225, -1.37757, 0.51879], [4.24027, -2.86498, 1.55853], [-6.38060, 4.68098, 4.69423], [-5.41043, 3.18555, 4.70080], [-6.26767, 1.95699, 4.85260], [-7.01564, 1.85793, 6.47051], [-4.68599, 3.26347, 5.50715], [-4.88101, 3.14038, 3.75047], [-5.65500, 1.06625, 4.72956], [-7.06749, 1.93956, 4.11698], [1.29554, -4.33037, -5.07069], [0.24753, -3.82671, -3.71469], [-0.45358, -4.99178, -3.06886], [-1.67590, -5.71286, -4.15547], [-0.48842, -3.12442, -4.09393], [0.88384, -3.32934, -2.98498], [-0.98037, -4.63838, -2.18411], [0.23712, -5.77786, -2.77567], [-2.38528, -1.34001, -3.74311], [-3.04432, -0.77397, -5.30356], [-3.33720, -1.93115, -6.22248], [-1.84052, -2.74105, -6.75020], [-2.31665, -0.09705, -5.73960], [-3.95813, -0.22305, -5.08739], [-3.84383, -1.57106, -7.11641], [-3.96268, -2.67499, -5.73517], [3.02749, 2.47744, -0.62589], [2.52471, 3.21306, -2.16943], [2.20947, 2.19927, -3.23443], [3.64295, 1.29460, -3.78477], [3.32532, 3.88212, -2.47547], [1.62988, 3.79902, -1.96618], [1.80544, 2.71668, -4.10312], [1.47985, 1.47047, -2.88934], [7.06630, 4.30152, -3.03334], [8.09053, 2.84276, -2.92388], [7.28037, 1.59909, -2.67414], [6.56192, 1.60271, -1.04259], [8.81103, 2.99505, -2.12585], [8.61616, 2.75015, -3.87299], [7.92445, 0.72363, -2.74096], [6.47019, 1.50038, -3.39154], [9.25974, 2.04092, 1.65462], [10.44980, 0.91749, 0.95247], [11.61840, 1.63801, 0.33029], [11.14812, 2.54347, -1.13294], [9.92976, 0.29895, 0.22489], [10.81024, 0.28540, 1.76232], [12.37482, 0.91651, 0.02710], [12.06148, 2.34607, 1.02526], [-11.76018, 4.01048, 6.42149], [-10.53541, 2.95118, 7.17085], [-11.14811, 1.72325, 7.79044], [-12.13853, 2.10898, 9.22281], [-9.99556, 3.53969, 7.90795], [-9.84375, 2.65508, 6.38535], [-10.35617, 1.05318, 8.12084], [-11.78333, 1.19882, 7.08157], [-3.24919, 1.19487, -8.03835], [-2.30148, 2.49864, -8.79964], [-0.82917, 2.17322, -8.77241], [-0.19064, 2.13406, -7.10868], [-2.52029, 3.41666, -8.26108], [-2.63940, 2.59846, -9.82925], [-0.27225, 2.92979, -9.32212], [-0.63484, 1.19865, -9.21241]], "smiles": "[H]/N=C/C[C@@]1(CCC(F)(F)C(F)(F)C(F)(F)C(F)(F)C(F)(F)C(F)(F)F)COS(=O)(=O)O1.ClCCCl.ClCCCl.ClCCCl.ClCCCl.ClCCCl.ClCCCl.ClCCCl.ClCCCl", "e_homo_ha": -0.374, "relative_energy_kcal_mol": 0.0, "gap_ev": 10.327, "total_energy_ev": -285920.6428, "largest_force_ev_per_a": 0.799, "lumo_ev": 0.1494, "spin_multiplicity": 1}